Record 1
Entry from the OMol25 dataset: a molecular structure, C3H8F6N4O13RbS6 (ωB97M-V/def2-TZVPD).

Its spin multiplicity is 2. The expectation value of S² is 0.762. The orbital gap (alpha / beta) comes out at 0.268 / 0.100 Eh. Its net charge is 0. The molar mass is 700.0 Da.

Structure (XYZ):
```
41
C3H8F6N4O13RbS6 ωB97M-V/def2-TZVPD
Rb -1.78 -0.74 -0.76
C 1.34 1.71 -0.22
C 2.37 1.11 0.75
O 2.41 -0.04 1.21
N 3.47 2.07 1.18
H 3.36 2.99 0.78
H 3.41 2.39 2.14
C 4.86 1.48 1.04
H 0.73 0.85 -0.50
H 1.90 1.92 -1.13
H 0.81 2.58 0.15
H 5.13 1.81 0.04
H 5.07 0.42 1.20
H 5.41 2.23 1.61
N -1.54 -3.41 -0.46
S -2.07 -4.44 0.39
O -1.84 -4.52 1.83
O -2.35 -5.72 -0.22
F -3.51 -3.75 0.45
S 0.01 -4.02 -0.19
O 0.29 -5.23 -0.88
O 0.76 -3.83 1.04
F 0.63 -2.95 -1.20
N -2.52 -0.06 1.92
S -3.77 -0.40 2.77
O -5.10 -0.16 2.25
O -3.55 -0.35 4.27
F -3.73 -1.99 2.67
S -2.58 1.56 2.33
O -2.15 1.78 3.77
O -3.69 2.35 1.80
F -1.32 2.05 1.50
N -0.43 0.98 -2.59
S -0.76 2.28 -3.29
O -1.45 2.28 -4.63
O 0.21 3.34 -3.02
F -2.00 2.68 -2.35
S 0.73 0.53 -3.75
O 2.11 0.93 -3.48
O 0.35 0.36 -5.13
F 0.81 -1.04 -3.28
```

Results of the Mulliken charge analysis, in e, for atoms 1 through 5: 0.93, -0.92, 0.38, -0.47, -0.13


Record 2
Entry from the OMol25 dataset: 6 unconnected molecules or ions with the total composition C19H33F2N2O17S (ωB97M-V/def2-TZVPD).

The orbital gap comes out at 0.223 Eh. Its net charge is +1. The molar mass is 631.5 Da.

Structure (XYZ):
```
74
C19H33F2N2O17S ωB97M-V/def2-TZVPD
O -5.38 3.54 4.97
S -4.27 2.68 4.90
O -4.49 1.30 5.02
F -3.17 3.13 5.86
C -3.44 2.99 3.32
N -3.91 3.99 2.62
N -3.38 4.33 1.47
C -2.36 3.60 1.10
C -1.80 2.49 1.74
C -2.40 2.18 2.94
F -1.98 1.18 3.65
H -4.70 4.54 2.97
H -1.90 3.90 0.16
H -0.95 1.93 1.36
C 3.54 4.01 1.62
O 2.40 3.32 2.15
C 2.69 2.43 3.11
O 3.78 2.18 3.55
O 1.53 1.88 3.48
C 1.64 0.89 4.52
H 3.17 4.69 0.85
H 4.04 4.59 2.39
H 4.24 3.31 1.16
H 2.05 1.33 5.43
H 2.26 0.06 4.19
H 0.64 0.53 4.72
C -1.48 -2.10 1.82
O -0.61 -1.82 0.73
C 0.56 -2.48 0.79
O 0.89 -3.25 1.65
O 1.28 -2.13 -0.27
C 2.56 -2.76 -0.35
H -2.39 -1.52 1.67
H -1.76 -3.16 1.84
H -1.03 -1.81 2.77
H 2.46 -3.84 -0.42
H 3.17 -2.49 0.51
H 3.04 -2.39 -1.25
C -6.22 -5.30 5.33
O -5.34 -5.03 4.23
C -4.19 -5.69 4.29
O -3.85 -6.46 5.15
O -3.46 -5.35 3.22
C -2.19 -5.99 3.14
H -7.12 -4.71 5.17
H -6.49 -6.36 5.35
H -5.77 -5.01 6.27
H -2.30 -7.07 3.08
H -1.57 -5.72 4.00
H -1.70 -5.64 2.24
C 1.51 2.93 -4.94
O 2.10 2.27 -3.82
C 1.36 2.28 -2.72
O 0.27 2.78 -2.60
O 2.03 1.63 -1.76
C 1.33 1.58 -0.53
H 2.20 2.85 -5.77
H 0.58 2.44 -5.23
H 1.34 3.98 -4.73
H 0.39 1.04 -0.65
H 1.15 2.58 -0.15
H 1.95 1.04 0.18
C 2.43 -0.86 -6.97
O 2.75 0.28 -7.77
C 3.29 -0.02 -8.96
O 3.50 -1.13 -9.36
O 3.54 1.11 -9.60
C 4.13 0.94 -10.89
H 2.00 -0.48 -6.04
H 1.69 -1.48 -7.47
H 3.32 -1.43 -6.74
H 3.45 0.38 -11.54
H 5.09 0.43 -10.81
H 4.28 1.93 -11.30
```

Results of the Mulliken charge analysis, in e, for atoms 1 through 5: -0.59, 1.21, -0.46, -0.14, -0.33


Record 3
Entry from the OMol25 dataset: a molecular structure, C26H20N2O2SSbSe4W (ωB97M-V/def2-TZVPD).

Its spin multiplicity is 3. The expectation value of S² is 2.074. The orbital gap (alpha / beta) comes out at 0.227 / 0.234 Eh. Its net charge is -1. The molar mass is 1046.0 Da. The value obtained for the energy above the lowest of the compared OMol25 structures with the same formula, charge and spin is 42.2 kcal/mol.

Structure (XYZ):
```
57
C26H20N2O2SSbSe4W ωB97M-V/def2-TZVPD
W -1.44 -0.31 0.55
Se -0.06 -3.51 4.14
Sb -0.75 -1.75 2.68
Se -0.14 0.62 2.71
Se -0.66 -2.69 -0.11
Se -3.15 -1.12 2.07
C -2.01 -5.54 -4.80
C -1.94 -4.15 -4.23
C -0.97 -3.25 -4.66
C -0.90 -1.97 -4.13
C -1.80 -1.58 -3.15
C -2.78 -2.46 -2.72
C -2.85 -3.73 -3.27
S -1.75 0.05 -2.42
O -2.75 -0.05 -1.32
O -2.04 0.98 -3.47
N -0.42 0.26 -1.61
C 0.84 0.26 -2.19
C 1.10 0.65 -3.49
C 2.39 0.58 -4.03
C 3.45 0.13 -3.29
C 3.24 -0.22 -1.93
C 4.29 -0.65 -1.08
C 4.03 -0.93 0.22
C 2.71 -0.76 0.70
N 1.71 -0.39 -0.06
C 1.95 -0.14 -1.37
H -1.26 -5.69 -5.57
H -2.99 -5.74 -5.23
H -1.84 -6.28 -4.01
H -0.25 -3.55 -5.41
H -0.14 -1.29 -4.48
H -3.47 -2.17 -1.94
H -3.61 -4.42 -2.91
H 0.28 1.03 -4.09
H 2.55 0.88 -5.06
H 4.44 0.07 -3.71
H 5.29 -0.74 -1.49
H 4.80 -1.25 0.90
H 2.48 -0.92 1.75
C 1.07 5.00 -0.36
C 1.52 3.67 -0.21
C 0.63 2.66 0.04
C -0.77 2.91 0.15
C -1.71 1.85 0.39
C -3.03 2.22 0.50
C -3.47 3.56 0.41
C -2.58 4.55 0.16
C -1.20 4.25 0.02
C -0.26 5.28 -0.25
H 1.78 5.79 -0.57
H 2.57 3.44 -0.29
H 0.98 1.65 0.17
H -3.79 1.46 0.66
H -4.53 3.78 0.51
H -2.90 5.58 0.05
H -0.62 6.29 -0.35
```

Results of the Mulliken charge analysis, in e, for atoms 1 through 5: 1.31, -0.56, 0.30, -0.40, -0.48


no.,DFT total energy (eV)
1,-117777.6991
2,-74286.9228
3,-314948.5284